Record 1
DFT (wB97M-V/def2-TZVPD) results for 2 unconnected molecules or ions with the total composition C2H5N3O4 in a non-equilibrium geometry.

The geometry in XYZ format:
```
14
Properties=species:S:1:pos:R:3:forces:R:3:nbo_charge:R:1
N -0.7850 2.0751 -0.4849 -0.5 1.8 0.8 -0.79
C 0.2578 1.3551 -0.0757 2.5 -0.4 -0.6 0.57
O 1.4283 1.8026 -0.0286 -2.4 -0.7 0.0 -0.62
C 0.0270 -0.1420 0.1979 1.7 0.2 0.6 0.60
N 1.2251 -0.7722 0.2969 -3.3 3.3 -1.0 -0.76
O -1.0926 -0.5703 0.3981 -0.4 -0.8 0.1 -0.61
H -1.7952 1.8093 -0.3253 2.0 0.4 -0.2 0.44
H -0.4162 3.0653 -0.4217 -1.6 -1.2 -0.5 0.42
H 1.9282 -0.1737 0.0148 2.1 1.2 -0.3 0.42
H 1.3819 -1.6585 0.5595 0.4 -3.8 1.0 0.41
O 0.3652 -4.7933 -0.5556 -0.9 2.0 2.0 -0.29
N -0.2540 -3.7818 -0.4460 -0.3 0.3 -1.5 0.34
O -0.2974 -3.1243 0.8033 0.5 0.3 0.1 -0.63
H -0.7041 -2.1219 0.7133 0.2 -2.6 -0.7 0.51
```
Positions in Å, forces in eV/Å.

## Properties
Frontier orbital gap, eV: 9.821
Electronic energy, hartree: -544.36915
SMILES: NC(=O)C(N)=O.O=NO
Highest occupied orbital energy, eV: -9.828
Energy above the lowest of the compared OMol25 structures with the same formula, charge and spin, eV: 0.487


Record 2
DFT (wB97M-V/def2-TZVPD) results for a molecular structure, C29H24AuClN4O3Se2.

The geometry in XYZ format:
```
64
Properties=species:S:1:pos:R:3:forces:R:3:nbo_charge:R:1
Au -0.5710 -0.8928 -0.6827 0.3 -0.4 -0.1 1.48
C -1.2533 2.8930 1.1660 0.0 0.0 0.0 -0.20
C -2.2092 3.4434 0.3311 0.0 0.0 0.0 -0.10
C -2.6595 2.7229 -0.7703 0.0 0.0 0.0 -0.19
C -2.1476 1.4631 -1.0053 0.1 0.0 0.0 0.14
N -1.2152 0.9478 -0.1728 -0.1 0.0 -0.1 -0.46
C -0.7664 1.6297 0.8827 -0.1 -0.1 0.0 0.09
C -2.5253 0.5961 -2.1390 0.0 0.0 0.0 0.26
C -3.5155 0.9163 -3.0462 0.0 0.0 0.0 -0.21
C -3.8153 0.0321 -4.0723 0.0 0.0 0.0 -0.09
C -3.1215 -1.1610 -4.1586 0.0 0.0 0.0 -0.21
C -2.1445 -1.4322 -3.2208 0.0 0.0 0.0 0.08
N -1.8446 -0.5740 -2.2431 -0.3 0.3 0.0 -0.50
H -0.8839 3.4203 2.0339 0.0 0.0 0.0 0.27
H -2.6096 4.4283 0.5303 0.0 0.0 0.0 0.26
H -3.4021 3.1464 -1.4293 0.0 0.0 0.0 0.25
H -0.0336 1.1377 1.5053 0.0 0.0 0.0 0.27
H -4.0605 1.8433 -2.9530 0.0 0.0 0.0 0.25
H -4.5916 0.2718 -4.7863 0.0 0.0 0.0 0.26
H -3.3294 -1.8837 -4.9341 0.0 0.0 0.0 0.26
H -1.5930 -2.3564 -3.2439 0.0 -0.1 0.0 0.23
Se 3.1101 -1.3843 -2.6799 0.0 0.0 -0.1 0.30
Se 1.1404 -2.1466 -3.5970 0.0 0.0 0.1 0.19
C 0.5240 -3.3058 -2.1744 -0.1 0.1 0.1 0.04
C 0.6893 -4.6702 -2.3512 0.0 0.0 0.0 -0.25
C 0.2414 -5.5613 -1.3867 0.0 0.0 0.0 -0.09
C -0.3588 -5.0675 -0.2422 0.0 0.0 0.0 -0.21
C -0.5071 -3.7043 -0.1076 0.0 0.0 0.0 0.06
N -0.0918 -2.8467 -1.0585 0.0 0.1 -0.3 -0.52
C 2.6719 0.4774 -2.4330 -0.1 0.0 0.1 0.04
C 3.6990 1.3549 -2.7578 0.0 0.0 0.0 -0.25
C 3.4832 2.7125 -2.5996 0.0 0.0 0.0 -0.13
C 2.2390 3.1373 -2.1632 0.0 0.0 0.0 -0.25
C 1.2835 2.1799 -1.8770 0.0 0.0 0.0 0.04
N 1.4838 0.8612 -1.9804 0.0 0.0 0.0 -0.52
H 1.1907 -5.0192 -3.2423 0.0 0.0 0.0 0.27
H 0.3738 -6.6261 -1.5255 0.0 0.0 0.0 0.26
H -0.7127 -5.7182 0.5441 0.0 0.0 0.0 0.26
H -0.9501 -3.2672 0.7761 0.0 0.0 0.0 0.25
H 4.6390 0.9796 -3.1387 0.0 0.0 0.0 0.25
H 4.2635 3.4228 -2.8375 0.0 0.0 0.0 0.25
H 2.0079 4.1875 -2.0554 0.0 0.0 0.0 0.24
H 0.3010 2.4979 -1.5466 0.0 0.0 0.0 0.17
C 2.3064 1.2996 2.8634 0.1 0.0 0.0 -0.65
C 1.0450 1.0396 3.6686 0.1 0.0 0.0 -0.13
C 0.4419 2.1823 4.2119 0.0 0.0 0.0 -0.18
C -0.6893 2.1271 4.9982 0.0 0.0 0.0 -0.08
Cl -1.3754 3.5883 5.6217 0.0 0.0 0.0 0.03
C -1.2684 0.9017 5.2893 0.0 0.0 0.0 -0.21
C -0.6947 -0.2386 4.7699 -0.1 0.0 0.0 -0.22
C 0.4421 -0.1906 3.9653 0.0 -0.1 -0.2 0.29
O 0.8054 -1.4502 3.5326 0.2 0.1 0.5 -0.49
C 1.8949 -1.6538 2.6887 0.0 0.0 -0.3 -0.18
C 1.5476 -1.3805 1.2283 -0.1 0.2 0.1 0.76
O 2.3492 -1.3378 0.3360 0.0 -0.1 0.0 -0.60
O 0.2345 -1.1720 1.0802 0.1 0.1 0.1 -0.73
H 2.3616 2.3624 2.6279 0.0 0.0 0.0 0.23
H 2.3817 0.7632 1.9181 -0.1 0.1 0.0 0.21
H 3.2081 1.0647 3.4316 0.0 0.0 0.0 0.24
H 0.8932 3.1478 4.0175 0.0 0.0 0.0 0.22
H -2.1493 0.8437 5.9128 0.0 0.0 0.0 0.25
H -1.1209 -1.2097 4.9832 0.0 0.0 0.0 0.24
H 2.1820 -2.7052 2.7589 -0.1 0.0 0.0 0.24
H 2.7761 -1.0676 2.9389 0.0 0.0 0.0 0.23
```
Positions in Å, forces in eV/Å.

## Properties
Frontier orbital gap, eV: 5.722
Electronic energy, hartree: -6962.46151
Net charge: +2
Highest occupied orbital energy, eV: -12.796
Energy above the lowest of the compared OMol25 structures with the same formula, charge and spin, eV: 0.000


Record 3
DFT (wB97M-V/def2-TZVPD) results for a single C3H3N3O2 molecule in a non-equilibrium geometry.

The geometry in XYZ format:
```
11
Properties=species:S:1:pos:R:3:forces:R:3:nbo_charge:R:1
H -2.4059 1.1537 2.0557 1.0 -2.0 -2.1 0.36
N -2.2556 0.2508 1.4432 0.4 1.1 0.1 -0.67
C -1.2817 0.2157 0.5784 -3.4 -0.2 3.4 0.59
N -1.0819 -1.0256 -0.0267 3.5 -0.9 -1.7 -0.35
C 0.1167 -1.2555 -0.5397 -0.4 -0.9 0.9 0.04
C 1.0755 -0.0892 -0.5967 -0.6 5.6 -0.8 0.41
O 2.2993 -0.0403 -1.1908 0.3 -1.6 0.2 -0.67
N 0.6542 1.2133 -0.4320 -0.2 -4.5 1.7 -0.13
O -0.5147 1.2807 0.4578 2.2 0.9 -2.2 -0.35
H 0.4848 -2.3787 -0.8759 -1.2 3.2 0.7 0.25
H 2.9094 0.6752 -0.8734 -1.5 -0.7 -0.1 0.52
```
Positions in Å, forces in eV/Å.

## Properties
Frontier orbital gap, eV: 7.986
Electronic energy, hartree: -430.72293
SMILES: [H]/N=c1/ncc(O)no1
Highest occupied orbital energy, eV: -9.268
Energy above the lowest of the compared OMol25 structures with the same formula, charge and spin, eV: 5.389


Record 4
DFT (wB97M-V/def2-TZVPD) results for a single C6H12O molecule.

The geometry in XYZ format:
```
19
Properties=species:S:1:pos:R:3:forces:R:3:nbo_charge:R:1
C -1.5230 -0.7389 1.2041 0.0 -0.1 0.0 -0.60
C -1.0785 0.4628 0.3600 0.0 0.1 0.0 -0.39
C 0.1846 0.2311 -0.4616 -0.1 0.0 0.0 -0.08
C -0.0310 -0.4803 -1.7838 0.0 -0.1 0.0 -0.60
C 1.2783 1.2761 -0.4638 0.1 0.2 -0.1 -0.43
C 1.4828 -0.0098 0.2670 0.1 -0.1 -0.3 0.08
O 1.5237 0.1066 1.6597 -0.1 -0.2 0.2 -0.70
H -0.8896 -0.8699 2.0884 -0.1 0.0 -0.1 0.19
H -1.4990 -1.6753 0.6346 0.0 0.2 0.0 0.20
H -2.5441 -0.5998 1.5745 0.1 0.0 -0.1 0.21
H -0.9484 1.3314 1.0137 0.0 -0.1 -0.1 0.22
H -1.8888 0.7176 -0.3351 0.1 0.0 0.1 0.20
H -0.6416 -1.3847 -1.6757 0.1 0.1 0.0 0.21
H -0.5402 0.1889 -2.4894 0.0 -0.1 0.1 0.21
H 0.9219 -0.7714 -2.2415 -0.1 0.0 0.1 0.21
H 1.1521 2.1549 0.1631 0.0 -0.2 -0.1 0.23
H 1.8267 1.4462 -1.3876 -0.1 0.0 0.2 0.21
H 2.1748 -0.7433 -0.1540 -0.1 0.1 0.1 0.17
H 1.0393 -0.6421 2.0275 0.2 0.1 0.0 0.47
```
Positions in Å, forces in eV/Å.

## Properties
Frontier orbital gap, eV: 10.439
Electronic energy, hartree: -311.01727
SMILES: CC[C@@]1(C)C[C@H]1O
Highest occupied orbital energy, eV: -9.474
Energy above the lowest of the compared OMol25 structures with the same formula, charge and spin, eV: 1.143


Record 5
DFT (wB97M-V/def2-TZVPD) results for a molecular structure, C9H9N2P in a non-equilibrium geometry.

The geometry in XYZ format:
```
21
Properties=species:S:1:pos:R:3:forces:R:3:nbo_charge:R:1
C 0.2622 -0.8372 -2.6463 0.0 0.5 -0.2 -0.20
C -1.0008 -1.2480 -2.5441 -0.2 1.0 1.7 -0.20
C 0.9529 -0.0172 -1.7150 2.8 0.9 1.2 -0.31
C -1.9456 -1.0638 -1.4745 3.0 0.8 0.6 -0.29
C 1.8792 1.6734 2.2782 0.7 0.2 -3.0 -0.31
C 0.7448 1.0475 2.7092 -0.7 -0.6 0.7 -0.03
C 1.9460 1.4645 0.9039 -2.8 -1.8 2.9 -0.04
C 0.4004 0.1089 -0.5099 -4.7 -1.8 -0.6 0.23
C -1.5752 -0.5812 -0.2923 5.2 1.5 -1.3 -0.20
N 0.1279 0.3942 1.7062 1.8 1.0 2.1 -0.27
N 0.8689 0.6516 0.6510 1.0 0.9 -1.2 -0.20
P -2.0029 -0.2112 1.3625 -3.9 -1.4 1.2 0.43
H 0.6598 -1.2230 -3.5467 1.3 0.2 -0.7 0.22
H -1.2272 -1.8321 -3.3470 -1.5 -1.6 -1.9 0.20
H 2.0604 0.4138 -1.8005 -2.4 -1.2 -0.4 0.21
H -2.8724 -1.4572 -1.5816 -2.9 -1.1 -0.3 0.22
H 2.6573 2.2476 2.6526 0.8 0.9 1.7 0.23
H 0.4376 1.0931 3.7362 -0.7 -0.5 0.0 0.22
H 2.5899 1.8461 0.2189 1.6 0.7 -2.1 0.22
H -1.6085 -1.4224 1.9351 0.8 0.1 0.3 -0.02
H -3.3547 -1.0472 1.3042 1.0 1.2 -0.6 -0.11
```
Positions in Å, forces in eV/Å.

## Properties
Frontier orbital gap, eV: 8.222
Electronic energy, hartree: -798.99404
Highest occupied orbital energy, eV: -7.870
Energy above the lowest of the compared OMol25 structures with the same formula, charge and spin, eV: 1.516


Record 6
DFT (wB97M-V/def2-TZVPD) results for a single C2H2ClP molecule in a non-equilibrium geometry.

The geometry in XYZ format:
```
6
Properties=species:S:1:pos:R:3:forces:R:3:nbo_charge:R:1
Cl 2.0399 0.3375 0.0027 0.0 -0.3 0.1 -0.01
C 0.4135 -0.1113 0.4600 -1.6 1.2 0.7 -0.36
C -0.6314 -0.1655 -0.5052 -2.3 1.6 -1.9 -0.59
P -1.1261 1.3979 0.0615 2.3 -3.8 0.0 0.49
H 0.2968 -0.6886 1.3990 0.5 0.7 -0.6 0.23
H -0.9927 -0.7700 -1.4179 1.0 0.7 1.7 0.24
```
Positions in Å, forces in eV/Å.

## Properties
Frontier orbital gap, eV: 8.368
Electronic energy, hartree: -878.84454
SMILES: Cl[C@@H]1C=P1
Highest occupied orbital energy, eV: -8.800
Energy above the lowest of the compared OMol25 structures with the same formula, charge and spin, eV: 1.750


Which value of electronic energy does entry 3 give? -430.72293 hartree


Copy entry 5 word for word.
DFT (wB97M-V/def2-TZVPD) results for a molecular structure, C9H9N2P in a non-equilibrium geometry.

The geometry in XYZ format:
```
21
Properties=species:S:1:pos:R:3:forces:R:3:nbo_charge:R:1
C 0.2622 -0.8372 -2.6463 0.0 0.5 -0.2 -0.20
C -1.0008 -1.2480 -2.5441 -0.2 1.0 1.7 -0.20
C 0.9529 -0.0172 -1.7150 2.8 0.9 1.2 -0.31
C -1.9456 -1.0638 -1.4745 3.0 0.8 0.6 -0.29
C 1.8792 1.6734 2.2782 0.7 0.2 -3.0 -0.31
C 0.7448 1.0475 2.7092 -0.7 -0.6 0.7 -0.03
C 1.9460 1.4645 0.9039 -2.8 -1.8 2.9 -0.04
C 0.4004 0.1089 -0.5099 -4.7 -1.8 -0.6 0.23
C -1.5752 -0.5812 -0.2923 5.2 1.5 -1.3 -0.20
N 0.1279 0.3942 1.7062 1.8 1.0 2.1 -0.27
N 0.8689 0.6516 0.6510 1.0 0.9 -1.2 -0.20
P -2.0029 -0.2112 1.3625 -3.9 -1.4 1.2 0.43
H 0.6598 -1.2230 -3.5467 1.3 0.2 -0.7 0.22
H -1.2272 -1.8321 -3.3470 -1.5 -1.6 -1.9 0.20
H 2.0604 0.4138 -1.8005 -2.4 -1.2 -0.4 0.21
H -2.8724 -1.4572 -1.5816 -2.9 -1.1 -0.3 0.22
H 2.6573 2.2476 2.6526 0.8 0.9 1.7 0.23
H 0.4376 1.0931 3.7362 -0.7 -0.5 0.0 0.22
H 2.5899 1.8461 0.2189 1.6 0.7 -2.1 0.22
H -1.6085 -1.4224 1.9351 0.8 0.1 0.3 -0.02
H -3.3547 -1.0472 1.3042 1.0 1.2 -0.6 -0.11
```
Positions in Å, forces in eV/Å.

## Properties
Frontier orbital gap, eV: 8.222
Electronic energy, hartree: -798.99404
Highest occupied orbital energy, eV: -7.870
Energy above the lowest of the compared OMol25 structures with the same formula, charge and spin, eV: 1.516


What is the formula in the fifth record? C9H9N2P